No. 1
C8H14OS in the gas phase in a non-equilibrium geometry, computed with ωB97M-V/def2-TZVPD.

## Properties
Lowest unoccupied orbital energy, Eh: 0.0078
Molar mass, g mol⁻¹: 158.27
Relative energy (zero: lowest compared OMol25 entry of this formula, charge and spin), kcal/mol: 52.6
Charge: 0

XYZ file:
```
24
Properties=species:S:1:pos:R:3:forces:R:3
C 1.053 0.630 0.128 2.27 -0.58 -0.19
C 0.280 1.887 0.360 0.95 -1.20 2.59
C -1.077 1.924 -0.265 -0.45 2.39 -3.57
C -1.892 0.616 -0.209 -0.08 -0.74 -0.89
C -1.114 -0.468 0.532 -0.45 -1.87 3.23
C 0.338 -0.686 0.051 -0.15 -1.74 -0.31
C 0.334 -1.074 -1.443 -0.66 -0.60 -0.29
C 0.968 -1.878 0.976 -0.73 1.26 0.73
O 3.309 -0.685 -0.107 0.26 0.12 -0.12
S 2.725 0.667 0.024 -1.95 0.26 0.02
H 0.195 1.796 1.503 -0.36 0.62 -1.24
H 0.942 2.728 0.207 -0.21 0.51 -0.30
H -1.545 3.007 -0.019 0.37 -2.91 -0.18
H -0.988 1.966 -1.417 0.61 0.74 1.57
H -2.785 0.899 0.279 -1.25 -0.43 0.74
H -2.218 0.206 -1.267 0.80 1.05 2.01
H -0.949 -0.171 1.683 -0.75 -0.44 -2.27
H -1.682 -1.543 0.643 1.23 2.70 -0.66
H -0.288 -0.351 -2.013 0.25 -0.56 0.25
H -0.138 -2.104 -1.487 0.62 1.09 -0.39
H 1.333 -1.037 -1.911 -0.38 -0.40 0.44
H 1.934 -2.346 0.619 -1.22 0.99 0.50
H 0.207 -2.711 1.173 0.82 1.30 -0.52
H 1.058 -1.273 1.958 0.45 -1.54 -1.13
```
Forces are in eV/Å.

The molecule's Mulliken atomic charges, reported in e, are given here: 0.167 -0.929 -0.412 -0.947 -0.792 1.382 -1.558 -1.325 -0.515 0.205 0.289 0.557 0.332 0.157 0.393 0.327 0.266 0.283 0.382 0.332 0.399 0.323 0.354 0.329

=====

No. 2
An isolated ion of composition C5H11BrNO and charge +1 in a non-equilibrium geometry, computed with ωB97M-V/def2-TZVPD.

## Properties
Lowest unoccupied orbital energy (spin up / spin down), Eh: -0.1867 / -0.1501
Molar mass, g mol⁻¹: 181.05
Relative energy (zero: lowest compared OMol25 entry of this formula, charge and spin), kcal/mol: 98.2
Charge: +1

XYZ file:
```
19
Properties=species:S:1:pos:R:3:forces:R:3
C 1.148 -0.378 0.115 -0.94 -1.25 2.47
C 0.219 -0.882 1.258 -0.06 -2.62 -0.73
C -1.122 0.809 2.087 2.53 1.34 -0.45
C -0.439 1.427 -0.627 0.19 -0.21 2.29
C -0.180 -0.832 -1.836 -2.16 -2.72 -2.35
N 0.379 0.280 -1.038 1.93 -1.16 1.27
O -0.025 0.127 2.212 0.54 0.28 0.14
Br 0.578 3.018 -0.682 0.10 -0.07 0.04
H 1.746 0.172 0.867 0.51 1.24 -1.89
H 1.758 -1.190 -0.328 -0.49 0.47 0.41
H -0.737 -1.293 0.893 0.23 0.12 0.20
H 0.753 -1.700 1.816 -0.47 0.79 -0.66
H -1.016 1.738 2.649 -0.89 -0.12 -0.27
H -1.955 0.323 1.705 -1.72 -0.44 -0.56
H -1.258 1.475 -1.251 -1.75 0.27 -1.16
H -0.826 -0.629 -2.797 1.22 0.72 2.17
H 0.604 -1.504 -2.274 -0.09 1.04 0.71
H -0.810 -1.586 -1.253 0.77 1.56 -0.27
H 1.184 0.625 -1.516 0.55 0.76 -1.36
```
Forces are in eV/Å.

The molecule's Mulliken atomic charges, reported in e, are given here: -0.623 -0.490 -0.204 -0.565 -0.800 0.197 -0.249 -0.091 0.273 0.450 0.377 0.324 0.334 0.341 0.407 0.344 0.355 0.325 0.294

=====

No. 3
C2H8O6P2 as an isolated structure in a non-equilibrium geometry, computed with ωB97M-V/def2-TZVPD.

## Properties
Lowest unoccupied orbital energy, Eh: 0.0131
Molar mass, g mol⁻¹: 190.03
Relative energy (zero: lowest compared OMol25 entry of this formula, charge and spin), kcal/mol: 20.0
Charge: 0

XYZ file:
```
18
Properties=species:S:1:pos:R:3:forces:R:3
C 0.789 1.115 -0.547 -0.72 -1.04 1.28
C 0.548 0.984 0.900 -1.47 0.62 1.71
O -0.623 1.737 1.410 0.41 -0.06 -1.01
O -0.753 -2.574 1.148 -1.42 2.81 -0.71
O 0.630 -3.553 -0.649 -0.72 1.72 0.17
O 0.261 0.129 -2.981 -2.14 -0.46 1.45
O -1.864 0.465 -1.669 1.11 0.09 0.52
O -0.431 -1.422 -1.043 0.55 1.66 0.57
P 0.467 -2.104 0.176 0.97 -2.56 -0.87
P -0.223 0.154 -1.413 -2.24 -0.78 -4.23
H 1.086 2.093 -0.830 0.16 0.55 -0.91
H 0.254 -0.001 1.204 0.49 -0.87 0.02
H 1.325 1.287 1.578 0.71 0.14 -0.13
H -1.229 1.614 0.665 -0.36 0.49 0.39
H -1.340 -1.748 0.994 0.45 -2.09 1.07
H 1.324 -4.007 -0.205 1.10 -0.98 0.37
H 1.140 0.437 -3.063 1.64 0.45 -0.07
H -2.558 -0.153 -2.011 1.50 0.30 0.37
```
Forces are in eV/Å.

The molecule's Mulliken atomic charges, reported in e, are given here: -0.394 -0.362 -0.546 -0.452 -0.401 -0.522 -0.541 -0.357 0.240 0.924 0.327 0.004 0.347 0.361 0.380 0.339 0.321 0.334

=====

No. 4
A 16-piece molecular cluster, C44H100Cl20O12 overall in a non-equilibrium geometry, computed with ωB97M-V/def2-TZVPD.

## Properties
Lowest unoccupied orbital energy, Eh: 0.0080
Molar mass, g mol⁻¹: 1530.33
Charge: 0

XYZ file:
```
176
Properties=species:S:1:pos:R:3:forces:R:3
C 1.777 -2.730 -4.991 0.71 0.19 0.71
O 2.978 -3.091 -4.225 -1.71 -0.19 -1.25
C 3.730 -2.022 -3.725 0.17 -0.44 1.79
C 4.052 -2.247 -2.181 0.47 -0.71 -0.98
O 4.905 -3.416 -1.875 -2.50 0.94 -0.72
C 6.101 -3.556 -2.543 1.83 1.08 0.39
H 1.952 -2.264 -5.961 0.69 -0.33 -0.25
H 1.185 -1.965 -4.488 -0.02 -0.06 0.62
H 1.147 -3.609 -5.124 0.32 -0.08 0.13
H 3.196 -1.079 -3.849 0.03 0.18 0.26
H 4.680 -1.953 -4.255 0.11 0.08 -0.13
H 3.186 -2.431 -1.546 -0.30 -0.07 -0.46
H 4.452 -1.302 -1.815 0.67 -0.03 0.04
H 6.232 -3.479 -3.622 -1.23 -0.58 -0.47
H 6.559 -4.477 -2.181 0.04 0.06 -0.13
H 6.714 -2.700 -2.261 0.70 0.04 0.47
C -3.519 -9.538 0.937 0.97 -0.29 -0.36
O -3.952 -8.923 -0.263 -0.59 -0.09 0.56
C -4.467 -7.610 -0.068 0.38 -0.13 -0.95
C -3.315 -6.603 -0.146 0.01 1.35 0.92
O -3.807 -5.256 0.091 0.05 -0.92 -0.11
C -3.035 -4.214 -0.460 0.08 0.13 -0.79
H -3.468 -10.617 0.791 -0.27 0.00 -0.20
H -4.119 -9.346 1.827 -0.31 0.28 -0.15
H -2.488 -9.239 1.126 0.11 0.18 0.36
H -5.099 -7.575 0.819 0.32 0.31 0.31
H -5.127 -7.437 -0.918 -0.05 0.14 -0.04
H -2.784 -6.683 -1.094 -0.37 0.06 -0.46
H -2.526 -6.778 0.585 -0.07 -0.36 0.38
H -2.029 -4.042 -0.078 0.05 -0.35 0.72
H -3.588 -3.279 -0.371 -0.11 -0.09 0.20
H -2.871 -4.373 -1.526 -0.16 -0.12 -0.37
C 3.434 4.834 0.988 0.04 0.51 0.79
O 4.677 5.240 1.547 0.00 0.39 -1.46
C 4.688 5.632 2.880 0.48 0.38 0.35
C 5.979 6.393 3.207 -0.31 0.58 0.59
O 5.941 7.782 2.829 -0.48 -0.01 -0.41
C 7.194 8.446 2.927 0.09 -0.94 -0.81
H 3.483 4.889 -0.100 0.30 -0.19 0.09
H 2.633 5.500 1.310 -0.01 0.13 -0.05
H 3.165 3.837 1.337 0.00 -0.33 -0.12
H 4.568 4.724 3.470 0.42 -0.05 0.59
H 3.889 6.297 3.210 -0.54 0.19 -0.52
H 6.861 5.882 2.821 0.08 0.01 -0.15
H 6.020 6.466 4.294 0.32 -0.65 0.38
H 7.713 8.216 3.858 -0.04 0.15 0.24
H 7.128 9.520 2.754 -0.62 -0.08 0.39
H 7.809 8.092 2.100 0.42 -0.18 -0.01
C -5.892 -1.732 2.775 -1.16 -0.27 0.00
O -5.870 -0.604 1.895 0.53 -0.19 0.77
C -4.595 -0.018 1.817 0.81 0.87 -1.98
C -4.527 1.191 0.758 -0.83 -2.19 0.31
O -4.633 0.698 -0.626 0.61 1.32 0.75
C -4.735 1.856 -1.492 -0.49 0.22 0.80
H -5.200 -2.558 2.610 0.42 0.24 -0.90
H -6.899 -2.129 2.648 0.04 -0.13 0.10
H -5.768 -1.539 3.841 0.02 0.85 0.08
H -3.892 -0.791 1.505 0.23 -0.14 -0.39
H -4.161 0.311 2.761 -0.52 0.41 0.41
H -3.598 1.736 0.923 0.22 -0.06 -0.16
H -5.364 1.866 0.937 -0.13 0.08 0.12
H -4.169 2.713 -1.130 0.55 -0.21 0.24
H -5.759 2.228 -1.448 -0.32 -0.19 -0.34
H -4.431 1.703 -2.527 -0.07 -0.69 0.18
C 4.211 1.596 -1.124 -0.48 -0.48 0.73
O 3.197 1.114 -2.030 0.88 2.07 -0.05
C 2.775 2.335 -2.685 -0.74 -1.51 -1.51
C 1.732 2.024 -3.819 0.05 1.60 0.72
O 0.555 1.522 -3.281 -1.05 -1.18 0.52
C -0.484 1.071 -4.185 0.99 0.14 1.40
H 4.990 2.215 -1.570 0.19 -0.38 -0.64
H 4.640 0.764 -0.566 -0.01 -0.02 -0.20
H 3.763 2.280 -0.404 -0.29 -0.11 0.30
H 3.621 2.835 -3.156 0.35 -0.24 -0.36
H 2.460 3.090 -1.964 -0.76 -0.30 0.19
H 2.097 1.463 -4.680 0.43 -0.52 0.27
H 1.431 2.989 -4.225 0.50 0.60 -0.37
H -0.173 0.149 -4.675 0.11 0.19 -0.52
H -0.792 1.881 -4.847 -0.02 -0.17 -0.27
H -1.288 0.781 -3.510 -0.18 0.24 -0.24
C 0.120 -1.831 -1.485 0.84 -0.72 0.68
O -0.890 -1.560 -0.523 0.40 0.46 -0.70
C -1.551 -0.289 -0.701 0.05 0.13 0.82
C -0.772 1.021 -0.385 0.55 -1.87 1.22
O -0.472 1.088 1.056 0.09 0.50 -1.47
C 0.389 2.189 1.366 -0.28 -0.03 -0.75
H 0.636 -2.778 -1.324 -0.33 -0.44 1.23
H 0.948 -1.134 -1.354 -0.15 0.57 -0.85
H -0.196 -2.106 -2.492 -0.63 1.25 -0.43
H -2.400 -0.400 -0.027 -0.08 0.32 -0.28
H -1.897 -0.170 -1.728 -0.22 -0.25 -0.12
H -1.325 1.893 -0.735 -0.30 0.11 0.15
H 0.134 0.944 -0.986 0.42 0.42 0.23
H -0.066 3.155 1.149 -0.75 0.22 0.51
H 1.237 2.274 0.686 0.57 -0.78 0.03
H 0.710 2.109 2.404 -0.07 0.01 -0.15
Cl 2.899 4.191 5.885 0.12 0.37 0.64
C 3.901 5.400 6.785 1.12 0.25 -0.22
C 4.117 5.142 8.271 -0.40 -1.02 -0.64
Cl 2.537 5.016 9.014 -0.82 0.07 0.83
H 3.518 6.408 6.626 -0.27 -0.26 -0.17
H 4.872 5.304 6.299 0.02 0.27 -0.06
H 4.686 5.904 8.804 -0.01 0.12 -0.46
H 4.589 4.170 8.405 0.14 0.12 0.04
Cl -3.141 5.227 -1.835 -0.34 0.13 -0.55
C -1.515 5.931 -1.711 0.19 -0.88 1.33
C -0.485 5.105 -2.451 -1.03 0.42 -1.42
Cl 1.097 5.528 -1.844 0.70 0.04 0.24
H -1.317 5.781 -0.649 0.19 0.60 0.00
H -1.498 6.983 -1.995 -0.13 -0.21 0.05
H -0.551 5.426 -3.491 0.33 -0.19 -0.15
H -0.662 4.030 -2.453 0.11 0.06 0.51
Cl -5.373 -1.055 -5.810 -0.07 -0.50 0.02
C -5.083 -2.792 -6.139 0.48 -0.55 0.45
C -3.863 -3.010 -6.996 -0.27 -0.28 -0.36
Cl -4.161 -2.444 -8.663 0.20 0.14 -0.18
H -5.964 -3.293 -6.540 -0.06 0.55 -0.35
H -4.889 -3.348 -5.222 0.00 0.52 0.43
H -3.693 -4.084 -7.074 0.00 0.07 0.06
H -2.954 -2.547 -6.611 -0.26 0.16 -0.03
Cl -0.336 -2.826 4.346 0.15 -0.23 0.27
C 0.106 -1.988 2.837 -0.49 0.37 0.04
C 1.378 -2.479 2.214 0.35 0.13 -0.32
Cl 1.327 -4.158 1.612 -0.15 -0.13 0.07
H 0.233 -0.940 3.108 0.07 0.00 -0.12
H -0.783 -2.058 2.211 0.38 -0.09 -0.30
H 2.230 -2.381 2.887 -0.22 -0.22 0.09
H 1.617 -1.878 1.337 -0.23 0.13 0.04
Cl 0.892 5.954 3.232 -1.19 0.17 -0.57
C -0.723 6.582 2.603 -0.28 -0.11 1.07
C -1.871 6.194 3.578 0.75 1.45 -0.71
Cl -2.223 4.484 3.333 -0.34 0.05 0.21
H -1.024 6.188 1.632 0.73 -0.32 0.01
H -0.578 7.656 2.481 -0.14 -0.05 0.34
H -2.734 6.812 3.330 -0.24 -0.35 -0.45
H -1.689 6.490 4.611 0.45 -0.74 0.08
Cl -8.401 0.464 -2.116 -0.02 0.62 -0.44
C -7.788 -0.752 -0.996 -0.08 -1.23 -0.76
C -6.719 -1.658 -1.643 0.13 0.44 0.45
Cl -7.267 -2.861 -2.879 -0.25 0.47 0.45
H -8.672 -1.352 -0.781 0.20 -0.05 0.41
H -7.407 -0.253 -0.104 0.14 -0.21 -0.15
H -6.276 -2.233 -0.830 0.10 -0.05 -0.14
H -5.947 -1.073 -2.143 -0.10 0.00 0.20
Cl -1.784 -4.276 -4.337 -0.11 0.52 -0.14
C -1.875 -6.023 -4.292 0.07 -1.41 1.47
C -2.617 -6.647 -5.427 -0.30 0.47 -0.45
Cl -4.383 -6.276 -5.499 0.24 0.32 0.14
H -2.255 -6.350 -3.325 -0.42 0.39 0.04
H -0.859 -6.414 -4.239 0.08 0.12 -0.53
H -2.661 -7.736 -5.400 0.79 0.19 -0.04
H -2.124 -6.202 -6.292 -0.46 -0.62 -0.57
Cl 6.011 1.964 2.794 0.57 0.36 0.14
C 5.558 0.716 3.956 -0.07 -0.70 0.50
C 4.069 0.701 4.064 -0.42 -0.08 1.51
Cl 3.363 0.183 2.587 -0.94 -0.26 -1.53
H 5.959 0.808 4.966 0.34 0.79 -0.16
H 5.943 -0.242 3.608 -0.16 0.08 -0.27
H 3.638 1.651 4.380 0.26 0.22 -0.33
H 3.709 0.006 4.823 0.37 -0.21 0.11
Cl -1.302 4.358 7.267 -0.50 0.85 -0.06
C -0.552 2.810 6.883 0.27 0.00 0.30
C -0.540 2.578 5.373 -0.14 -0.03 0.94
Cl 0.371 1.067 5.099 0.08 -0.04 -0.21
H -1.121 2.084 7.464 0.11 -0.26 -0.46
H 0.438 2.898 7.331 0.12 -0.31 -0.41
H -0.065 3.407 4.848 0.08 -0.19 0.05
H -1.558 2.450 5.004 0.23 -0.09 0.00
Cl 0.441 -6.035 -1.934 0.21 -0.15 -0.29
C 2.110 -5.563 -2.451 0.14 -0.01 1.74
C 3.137 -6.175 -1.472 0.30 0.27 -1.12
Cl 3.354 -7.925 -1.772 -0.14 -0.16 0.02
H 2.103 -4.479 -2.331 0.28 -0.14 -0.20
H 2.333 -5.830 -3.484 -0.28 -0.11 0.18
H 2.970 -6.055 -0.401 -0.42 0.23 -0.31
H 4.093 -5.723 -1.736 -0.05 0.07 0.19
```
Forces are in eV/Å.

Results of the Mulliken charge analysis, in e, for atoms 1 through 99: -0.233 -0.323 -0.058 0.053 -0.245 -0.932 0.407 -0.153 0.163 -0.096 0.427 -0.120 0.152 0.311 0.280 0.388 -0.721 -0.388 -0.594 -0.052 -0.396 0.183 0.261 0.322 0.273 0.372 0.283 -0.005 0.298 0.285 -0.097 -0.002 -0.048 -0.480 0.281 -0.653 -0.338 -0.737 0.203 0.139 -0.028 0.011 0.190 0.389 0.230 0.293 0.256 0.298 -0.821 -0.296 -0.276 -0.795 0.156 -0.992 0.298 0.296 0.316 -0.006 0.380 0.314 0.662 0.129 0.380 0.363 -0.740 0.021 -0.485 -0.970 0.373 -0.697 0.390 0.264 0.065 0.552 0.034 0.354 0.472 0.122 0.345 0.046 -0.241 0.020 0.772 0.595 -0.014 0.015 -0.190 0.105 0.122 -1.261 -0.138 0.496 -0.650 0.140 -0.033 -0.054 -0.032 -0.517 -0.493

=====

Q: Which value of charge does entry 2 give?
A: +1